238
Properties=species:S:1:pos:R:3:forces:R:3:mulliken_charge:R:1 method="wB97M-V/def2-TZVPD" relative_energy_kcal_mol=122.46 total_energy_ev=-103018.7410 gap_ev=8.545 spin_multiplicity=1 mol_weight_g_mol=1220.016
C 2.15175 -4.79527 4.76507 1.4011 0.6311 0.4234 -1.052
C 2.15054 -3.40355 5.45328 -0.4777 -1.6063 -0.3361 -0.450
N 1.03460 -2.55729 5.01064 1.0989 0.6889 1.4410 1.040
C 1.20571 -1.18518 5.61698 -1.5424 -2.2747 0.1596 -0.113
C 0.58685 -1.25021 7.01091 1.6096 0.9772 0.3119 -1.588
C 0.82924 -2.43678 3.60636 -1.4012 -0.0210 -0.9478 0.091
C 1.83768 -1.75737 2.74808 2.0399 0.2112 -1.2041 0.169
H 2.27035 -4.67432 3.69449 0.0355 -0.2153 -0.2535 0.011
H 1.23652 -5.30282 4.97606 -0.7300 -0.3785 0.0397 0.212
H 2.99529 -5.43387 5.14816 -0.7331 0.6947 -0.3352 0.451
H 2.09639 -3.65575 6.51143 -0.5074 0.4751 0.2749 0.376
H 3.12336 -2.94560 5.36726 0.5929 0.4737 -0.5010 0.404
H 2.24310 -0.92768 5.56508 0.7075 0.6168 0.1713 0.551
H 0.57684 -0.51404 5.05134 0.1052 0.3834 -0.3882 -0.171
H 0.57737 -0.20784 7.38291 -0.4945 -0.4930 0.1384 0.447
H -0.39018 -1.68921 6.87793 -0.3427 0.1041 0.3805 0.187
H 1.20367 -1.82193 7.73462 -0.4688 0.0948 -0.4603 0.381
H -0.08734 -1.86535 3.51112 -0.3952 0.2203 -0.0713 -1.259
H 0.54948 -3.38569 3.14451 0.2283 -0.2488 0.1689 0.474
H 2.82816 -2.19581 2.85099 0.3276 -0.3450 0.3621 0.637
H 2.05627 -0.68899 2.90157 -0.6816 -0.1479 0.1298 -0.425
H 1.66890 -1.93085 1.67218 -0.4439 0.2503 0.4152 -0.263
C 4.19460 2.04576 5.57076 0.5535 0.1152 0.6754 -1.780
C 2.90474 2.23356 4.80596 0.4166 -1.1253 -0.8480 0.429
N 2.61081 3.58230 4.46963 0.5457 0.6353 -0.2491 0.350
C 1.20541 3.87444 4.38595 0.4323 -0.5915 0.2966 -1.921
C 0.38232 3.25001 3.26595 -0.8001 -0.2915 0.0866 1.554
C 3.39130 3.97341 3.33227 0.8095 0.0209 -1.5945 0.496
C 3.37282 5.49597 2.98649 0.3748 -0.2141 0.7726 -1.416
H 5.09933 2.06783 4.96870 -0.0096 0.2573 -0.2943 0.313
H 4.23548 1.06311 6.05238 -0.2372 0.1168 0.0851 0.433
H 4.28057 2.83579 6.33649 -0.0029 -0.3841 -0.1674 0.360
H 2.97567 1.62068 3.85374 -0.4033 0.0605 0.7996 -0.118
H 2.09405 1.88497 5.42497 -0.3899 -0.4562 0.1088 0.331
H 0.87569 3.58797 5.38106 -0.8241 0.1942 0.0178 0.606
H 1.19245 4.93432 4.28912 -0.5991 0.9886 0.0619 0.465
H 0.08360 2.19018 3.42417 0.9546 0.2807 -0.2328 -0.531
H -0.62351 3.69462 3.34861 0.3286 0.3860 -0.5475 0.314
H 0.86151 3.43635 2.27291 -0.6836 -0.2244 0.8289 -0.790
H 3.08661 3.34666 2.40472 0.4759 0.8042 0.9512 -0.353
H 4.42116 3.65661 3.58864 -0.3592 0.3561 -0.5178 0.327
H 2.39895 5.80728 2.58698 0.2903 -0.0104 -0.0694 0.097
H 4.19850 5.83840 2.31971 -0.7082 -0.6814 0.1913 0.376
H 3.54735 6.05229 3.92772 -0.2544 -0.2052 -0.3119 0.411
C 6.03175 -6.38838 -0.10338 -0.7862 -0.3534 -1.7950 -1.254
C 5.78766 -4.90861 -0.05986 0.6092 0.5372 -1.5047 -0.272
N 4.40600 -4.59786 -0.48492 0.9752 1.0866 1.5719 0.338
C 3.59548 -4.71504 0.76324 -0.1611 -1.9480 0.0265 -0.543
C 2.18274 -5.05930 0.40570 -0.5942 -1.4720 -0.1205 -0.344
C 4.36821 -3.15876 -0.83445 -0.9434 -0.0159 0.8054 0.450
C 4.91237 -2.77263 -2.17814 1.4720 1.1213 0.3515 -1.092
H 5.34281 -6.88128 0.57355 0.3375 -0.3365 0.4091 0.272
H 7.08255 -6.58747 0.06659 0.0381 -0.4587 0.2462 0.442
H 5.71234 -6.76655 -1.13079 0.6974 0.4368 1.1454 0.247
H 5.93007 -4.52802 0.94382 0.3295 0.2908 0.4277 0.328
H 6.53031 -4.37432 -0.73425 -0.9022 -0.5835 0.6746 0.332
H 3.95720 -5.55736 1.44393 -0.1265 0.9230 -1.1058 0.588
H 3.61490 -3.85325 1.40812 0.3334 0.8647 0.0530 0.082
H 1.69949 -4.40446 -0.28886 -0.0915 0.8636 -0.3196 -0.521
H 2.15870 -6.04500 -0.09543 0.1032 0.2823 0.2054 0.245
H 1.53362 -5.15220 1.27151 -0.0140 0.1560 0.2922 0.252
H 4.80256 -2.53744 -0.02833 0.2355 -0.2315 -0.1143 0.318
H 3.31264 -2.89646 -0.77547 -0.1510 0.1762 -0.3426 -0.709
H 5.96214 -2.39614 -2.18751 -0.2898 -0.8235 0.3533 0.490
H 4.43246 -1.86991 -2.51164 -0.8526 0.1836 -0.3930 -0.288
H 4.83405 -3.56622 -2.87973 -0.2369 -0.6002 -0.7814 0.500
C -3.17000 3.66547 0.09459 -0.8213 1.2013 1.0043 -0.142
C -3.24117 4.66428 -1.07433 2.1892 -0.2216 2.4004 -0.277
N -4.36607 4.58227 -1.88205 -0.1635 0.0703 -2.3652 0.479
C -4.20147 5.49937 -3.04822 -1.1113 -0.6897 0.4638 -0.453
C -3.17869 4.98168 -4.05775 -0.0770 0.8884 0.4048 -0.674
C -5.59200 4.52503 -1.12572 0.9098 -0.4597 1.1199 -0.598
C -5.89530 5.58967 -0.09094 0.7887 0.3382 -0.0320 -1.102
H -3.84756 4.03624 0.88431 -0.0223 -0.5581 -0.3332 0.177
H -2.20974 3.78732 0.63058 -0.0589 -0.6313 -0.6443 -0.184
H -3.47401 2.64276 -0.17561 0.5337 0.1957 0.0374 -0.134
H -3.13841 5.66799 -0.63301 -0.0502 0.2607 0.2613 0.361
H -2.25774 4.54284 -1.51370 -0.4643 -0.1615 -1.3585 -0.419
H -5.18110 5.58009 -3.57076 0.5061 -0.1249 0.3803 0.419
H -3.94780 6.50298 -2.71018 0.1376 0.3594 0.1029 0.354
H -3.42621 3.97595 -4.28932 0.0267 -1.0500 -0.2393 0.070
H -3.26433 5.56677 -4.94912 -0.3285 0.3771 -0.7988 0.548
H -2.12247 5.09731 -3.82887 -0.0780 -0.2805 0.6839 -0.193
H -5.50841 3.59782 -0.54420 -0.3435 -0.1255 -0.3132 -0.046
H -6.41418 4.44741 -1.76470 -1.2413 -0.3030 -1.3103 0.758
H -6.84109 5.29615 0.39019 0.3114 0.5210 -0.0235 0.413
H -5.92597 6.57203 -0.57794 -0.3768 -0.0243 0.3497 0.373
H -5.06591 5.60534 0.64003 -0.6598 0.1765 -0.0389 0.131
C 2.01160 1.09539 -4.56365 0.6928 -1.1961 -0.8324 -0.180
C 1.29799 -0.25055 -4.68486 0.2742 -0.0855 -0.0720 0.847
N 1.67999 -1.09344 -5.82692 -0.0716 -0.3813 0.7765 0.806
C 3.07627 -1.52323 -5.79375 -0.2138 0.8577 0.3852 0.165
C 3.34211 -2.84030 -6.45977 1.0223 -0.0283 -1.6990 -1.440
C 1.24460 -0.60756 -7.12703 -0.7274 -0.4979 1.0690 -0.476
C -0.27855 -0.62724 -7.33769 0.7740 -1.4659 -0.8515 -1.352
H 1.81182 1.73362 -5.42313 0.1354 0.1991 0.0898 0.473
H 3.08209 0.84745 -4.49114 -0.1459 0.5186 -0.1638 0.050
H 1.72913 1.55779 -3.64987 -0.3428 0.5671 0.7328 -0.425
H 1.46497 -0.76372 -3.72467 -0.0025 -0.2880 -0.4041 -0.513
H 0.23833 -0.09690 -4.76186 -0.6654 0.1103 0.0026 -0.784
H 3.76525 -0.72035 -6.17896 -0.3247 -0.6465 0.0060 0.368
H 3.33293 -1.62963 -4.75330 0.1086 0.0434 0.6444 -0.327
H 4.39674 -3.15509 -6.33454 -0.5499 0.1030 0.1444 0.401
H 2.68088 -3.66642 -6.29111 -0.4588 -0.2794 1.0570 0.242
H 3.21255 -2.73437 -7.53397 0.2559 0.2081 -0.4082 0.482
H 1.71579 -1.27066 -7.82476 0.0644 -0.2260 -0.7057 0.536
H 1.62298 0.37627 -7.29486 0.3871 1.0728 -0.4001 0.365
H -0.85540 0.06358 -6.76216 -0.1642 0.7111 0.2102 0.208
H -0.67065 -1.62795 -7.12207 0.1438 0.0471 0.2550 0.230
H -0.44519 -0.53111 -8.41684 -0.2214 0.5139 0.2062 0.472
C -2.86261 -3.33567 -3.26390 -0.6440 -0.4760 1.8761 -1.168
C -2.22475 -1.95902 -2.99245 -0.2157 -1.2498 -0.3549 1.710
N -3.16259 -0.90171 -3.22238 -0.4525 -0.0708 -0.3826 0.746
C -3.31527 -0.67153 -4.65574 0.1277 -0.9750 -0.2592 0.295
C -4.62347 -0.01654 -5.08450 0.5641 0.4433 1.5380 -1.581
C -2.94747 0.28872 -2.44570 -0.5169 0.8608 -0.1040 -1.132
C -1.73043 1.14829 -2.79126 -0.0655 0.2019 -0.2267 1.326
H -2.29045 -4.11705 -2.71859 -0.3952 0.4367 -0.5227 -0.086
H -2.97716 -3.66292 -4.28051 0.2414 0.1248 -0.6275 0.508
H -3.90047 -3.36134 -2.82052 0.9478 0.1804 -0.3620 0.291
H -1.91488 -1.95718 -1.95630 0.0959 0.1903 0.3998 -0.878
H -1.31412 -1.88281 -3.59569 0.3002 0.1737 -0.1361 -0.511
H -2.42152 -0.14587 -5.01104 -0.0494 0.1841 -0.3778 -0.325
H -3.29697 -1.67579 -5.13133 0.1125 0.5652 0.2572 0.438
H -5.41544 -0.51116 -4.47753 0.2257 0.7143 -0.5908 0.322
H -4.55439 1.07704 -4.95001 -0.4628 -0.3815 0.3819 0.164
H -4.76872 -0.14255 -6.12872 -0.3038 -0.4088 -0.9406 0.512
H -2.82156 0.01970 -1.39828 -0.2371 -0.2742 0.1528 -0.158
H -3.88472 0.85305 -2.53696 0.2301 0.2674 0.2462 0.325
H -0.90915 0.45742 -2.89967 0.6326 -0.1004 -0.0857 -0.571
H -1.48915 1.79739 -1.93968 -0.0839 0.0946 -0.2847 -0.517
H -1.80417 1.74629 -3.72356 -0.0979 -0.2723 0.5699 0.281
C -0.23503 5.93772 -0.63970 0.9556 1.2817 -0.0210 0.800
C 0.94547 6.32459 -1.52453 0.4125 0.7349 -0.0464 -1.365
N 1.72809 5.26526 -2.10619 -0.5087 -0.6112 -1.0173 0.358
C 2.56175 4.55148 -1.15404 0.5986 -1.1857 -0.5837 2.250
C 3.89090 5.29986 -0.96152 -0.8178 0.0654 2.3743 -1.521
C 0.97815 4.46359 -3.09299 -0.9397 1.2154 0.1107 1.117
C 0.51348 5.21041 -4.37874 -0.8603 -1.3312 -0.0546 -2.045
H -0.97220 6.74811 -0.54004 0.2104 -0.3377 -0.1621 0.531
H 0.13974 5.70685 0.33751 -0.0157 -0.3268 0.7066 -0.048
H -0.64595 5.08284 -1.08717 -0.8839 -1.0628 -0.1885 -0.837
H 0.65280 6.97012 -2.32722 -0.6086 0.2781 -0.6471 0.530
H 1.64119 6.96203 -1.00912 0.3130 0.2884 0.6775 0.448
H 2.04283 4.32855 -0.20818 0.1142 0.3009 0.0896 -0.833
H 2.80204 3.52556 -1.56308 -0.2567 0.9476 0.2058 -0.764
H 4.47479 4.90420 -0.08127 -0.3491 0.0795 -1.1523 0.058
H 4.41874 5.31867 -1.88005 0.7583 -0.1319 -0.7535 0.405
H 3.69003 6.34082 -0.67374 -0.0433 -0.1110 -0.1969 0.333
H 0.02904 4.06546 -2.68229 0.3261 -0.2683 0.1577 -0.793
H 1.58990 3.64944 -3.38520 0.5689 -0.8172 -0.1935 0.341
H 1.30541 5.53477 -5.02796 0.5352 0.3927 -0.0249 0.440
H -0.18466 6.01360 -4.16564 0.2259 0.3760 0.1279 0.461
H -0.11559 4.50912 -5.01105 0.7577 0.4325 0.7824 0.293
C -3.05470 -2.64945 3.88494 0.9164 -1.0847 0.3729 1.350
O -3.86938 -2.41356 3.02621 -0.5787 1.1449 -0.9081 -0.672
N -3.08641 -3.81908 4.55003 -1.5322 -0.7605 -0.7582 0.269
C -2.28168 -4.06911 5.66515 0.3552 -0.2352 1.7405 -0.438
C -4.12505 -4.82402 4.30178 0.9371 0.1239 -1.9631 -1.029
H -2.15962 -2.03457 4.17130 -0.7577 -0.0643 -0.3052 -0.892
H -1.88375 -5.07201 5.64968 0.1875 -0.4641 -0.1254 0.333
H -2.80515 -3.96829 6.64811 0.1987 0.1278 -0.6242 0.264
H -1.44964 -3.40668 5.61383 0.8387 0.5829 0.3292 -0.299
H -5.00750 -4.65934 4.83168 -1.2777 0.2371 1.6689 0.355
H -4.53812 -4.84078 3.27363 0.9472 0.3253 0.1704 0.225
H -3.68424 -5.79454 4.49967 -0.1619 -0.1715 0.2076 0.371
C -2.95671 0.35448 4.65949 -1.2916 0.9589 1.5544 -0.474
O -1.80399 0.26209 4.29923 0.4483 -0.0176 -0.2920 0.137
N -3.44990 1.31696 5.51811 -0.3935 -0.3261 -0.7803 0.373
C -4.89601 1.43225 5.84814 0.5081 0.2882 -0.7972 -1.037
C -2.61348 2.48022 5.71295 1.5150 -0.2365 0.4844 -0.536
H -3.74402 -0.33828 4.36925 -0.1714 -0.4070 -0.1968 0.017
H -5.27332 2.41599 5.51754 0.4363 -0.0366 0.6227 0.315
H -5.10999 1.21233 6.90822 0.1820 0.2568 -0.4879 0.313
H -5.49307 0.79360 5.20265 0.1936 -0.6732 0.0927 0.337
H -2.82041 3.27563 4.99414 -0.1394 -0.1203 0.0086 0.180
H -2.68651 2.86287 6.72905 -0.2534 0.0185 0.0750 0.467
H -1.55379 2.13465 5.59400 -0.8926 0.4307 -0.0076 -0.066
C 0.84176 -0.78145 -0.44100 -3.1596 -1.0027 2.3824 -0.579
O 1.83515 -0.76992 -1.06921 3.9267 0.3124 -2.6863 -0.434
N 0.36593 0.27524 0.24642 -2.8370 0.0855 1.5607 1.395
C -0.91764 0.18830 1.09583 1.4418 -0.1663 -0.8928 0.017
C 1.03199 1.54862 0.30956 0.1388 0.7339 0.6130 -0.283
H 0.29642 -1.77067 -0.32569 -0.2395 1.2064 0.1666 0.486
H -1.59182 0.95006 0.67126 0.0357 -0.2436 0.4183 -0.291
H -0.72859 0.34673 2.17761 0.1037 0.2166 -0.7389 -0.145
H -1.33843 -0.81858 1.00987 0.0658 0.2125 -0.2193 -0.103
H 1.77685 1.55292 1.09335 0.2014 -0.0723 0.7192 0.239
H 1.63132 1.72772 -0.54616 0.2306 0.0895 -1.2499 0.051
H 0.39227 2.45595 0.51402 0.1129 -1.3639 -0.4860 -0.505
C -2.37123 -3.59524 0.37434 -0.6287 -1.8960 -0.8072 -0.731
O -1.39748 -3.00079 0.75260 1.1970 0.4446 0.8643 0.245
N -2.51997 -4.96537 0.36783 -0.1637 3.3259 0.0443 0.856
C -3.59591 -5.56312 -0.36792 -0.2253 0.8271 1.0024 -1.105
C -1.58625 -5.78674 1.02644 0.8151 -0.8079 0.7700 -0.830
H -3.20524 -3.06633 -0.08662 -0.4415 0.0238 -0.1376 0.338
H -3.13753 -6.17790 -1.08245 0.2163 -0.8618 -1.5177 0.350
H -4.23638 -4.77823 -0.80200 0.2076 -0.5433 0.1573 0.232
H -4.10255 -6.17904 0.34391 -1.0573 -0.4929 0.1765 0.377
H -0.56962 -5.43861 0.90639 0.1952 0.2654 -0.1591 0.084
H -1.73937 -5.90282 2.11344 -0.2698 0.2050 -0.2202 0.141
H -1.64697 -6.76276 0.58325 0.1048 -0.5973 -0.1771 0.419
C -0.30619 -5.39629 -2.47127 -0.1845 -1.4675 -2.0151 -0.016
O -1.14580 -6.29589 -2.44560 0.4766 0.6985 0.2966 -0.707
N 0.30713 -4.97695 -3.62196 0.1728 -0.4631 -0.2139 0.466
C 1.40831 -4.01976 -3.57613 0.0677 0.0919 0.9730 0.272
C 0.14870 -5.72315 -4.89718 1.1809 1.2159 0.4219 -1.103
H 0.06130 -4.90843 -1.58763 0.0908 0.5907 0.6523 0.382
H 2.36718 -4.49253 -3.84865 -0.3899 0.1782 -0.3710 0.377
H 1.58516 -3.70942 -2.52045 -0.3863 0.0399 -0.6509 -0.972
H 1.16014 -3.13874 -4.18937 0.4050 -0.2941 0.0929 0.098
H 0.99639 -6.37782 -5.09149 0.3460 0.0176 0.2451 0.345
H -0.68926 -6.33839 -4.86387 -1.5998 -0.8817 0.2918 0.379
H 0.07009 -5.06766 -5.77192 -0.0467 0.2646 0.4073 0.265
C -4.24837 2.23326 2.62852 -0.3948 0.3193 0.6742 0.500
O -4.25055 3.32220 3.17691 -0.0224 0.2160 -0.0456 -0.734
N -5.33007 1.59648 2.17292 0.1948 -2.0117 -1.7396 0.581
C -5.13529 0.32094 1.39753 -0.1434 0.7197 0.7565 -0.801
C -6.62672 2.17061 1.98783 0.9143 1.5053 0.7659 -1.113
H -3.36132 1.60751 2.54662 0.5278 0.0400 -0.1959 -0.069
H -5.72895 0.30201 0.42683 1.0436 0.3071 1.1224 0.415
H -5.44616 -0.52457 2.02224 0.0152 0.0420 -0.2700 0.403
H -4.04689 0.27901 1.30099 -0.2450 -0.5938 -0.6623 -0.102
H -7.32615 1.52145 2.50192 -0.5959 0.4472 0.1564 0.322
H -6.53051 3.23911 2.33623 -0.7370 -1.1479 -0.0760 0.302
H -6.79714 2.15674 0.92711 -0.5837 0.1579 -0.5391 0.350
C 5.94237 2.62197 -0.41622 0.1035 1.8396 0.1022 0.085
O 6.25747 2.90170 0.73319 0.0435 -0.1203 -0.3366 -0.627
N 5.32686 1.51070 -0.79849 -0.0698 -0.3354 -1.6460 0.221
C 5.15831 1.18117 -2.24619 -0.1958 1.1103 0.6929 -0.740
C 5.09295 0.50795 0.20983 -1.2870 0.6750 -0.0861 -0.541
H 6.03807 3.38133 -1.23717 0.2258 -0.5427 0.2944 0.308
H 5.33752 2.12058 -2.85228 -0.0956 -1.1399 0.6857 0.355
H 4.12529 0.86466 -2.39625 -0.0345 0.0032 -0.0454 -0.041
H 5.80660 0.36213 -2.58413 0.1072 0.2840 0.2067 0.385
H 5.10387 1.03232 1.19105 -0.0350 -0.6755 -0.6471 0.309
H 4.12496 0.03537 -0.02546 0.2760 0.0081 0.3828 -0.228
H 5.87816 -0.19163 0.10667 0.8282 -1.1716 0.4574 0.503